# 1
Computed, not measured: an isolated molecule of C24H27N3O3, with ωB97M-V with the def2-TZVPD basis set.

Summary:
energy above the lowest of the compared OMol25 structures with the same formula, charge and spin = 0.959 eV
HOMO-LUMO gap = 8.438 eV
DFT total energy = -1320.77451 hartree
multiplicity = 1
SMILES string = COc1cccc(C(=O)[C@H]2CCCN(Cc3cn(CC(N)=O)c4ccccc34)C2)c1
total charge = 0
HOMO energy = -8.06 eV
strongest force on any atom = 0.7 eV Å⁻¹

```
57
Properties=species:S:1:pos:R:3:forces:R:3:mulliken_charge:R:1
C 4.93005 -0.01765 -0.30979 0.3 0.1 -0.2 -0.87
H 4.76831 0.56138 -1.22280 0.0 0.0 0.1 0.31
O 3.70870 -0.29404 0.34794 -0.3 -0.1 0.1 -0.42
C 3.01008 0.74067 0.88610 -0.1 0.2 0.2 0.02
C 3.32336 2.08661 0.72309 0.2 -0.3 -0.1 -0.39
C 2.53416 3.04878 1.33388 -0.1 0.0 0.1 -0.83
C 1.45032 2.69027 2.10878 -0.1 0.0 0.0 -0.82
C 1.11915 1.34320 2.27432 0.5 0.4 -0.2 0.47
C 1.90279 0.37951 1.65386 0.0 0.0 0.0 0.44
H 1.71313 -0.67478 1.77202 -0.1 -0.1 0.0 0.42
C -0.04894 1.02188 3.14355 -0.2 -0.4 0.1 -0.52
O -0.45653 1.81601 3.96151 0.0 0.0 -0.1 -0.64
C -0.72808 -0.30861 2.90125 -0.4 0.3 0.3 0.99
C -1.66775 -0.73478 4.02453 0.2 -0.1 -0.1 -0.94
C -2.28813 -2.07358 3.63692 -0.2 0.2 -0.1 -0.82
C -2.96040 -1.98907 2.26803 0.1 -0.3 0.2 -0.62
N -2.01828 -1.53680 1.25864 0.0 0.0 -0.1 0.24
C -1.53846 -0.21308 1.60158 0.4 0.0 0.0 -0.50
H -0.90536 0.15882 0.79396 -0.1 0.0 0.1 0.03
H -2.36947 0.50275 1.74329 0.0 0.0 0.0 0.04
C -2.59162 -1.60124 -0.07553 0.0 -0.1 0.0 -0.77
C -1.60809 -1.23462 -1.13924 0.2 -0.1 0.1 0.70
C -0.24693 -1.30958 -1.08343 -0.4 -0.2 0.2 -0.60
N 0.31477 -0.83268 -2.24090 0.0 -0.1 -0.1 0.17
C -0.69705 -0.43203 -3.07394 -0.6 -0.1 -0.1 0.25
C -0.64633 0.13082 -4.34370 0.1 0.0 -0.1 -0.85
C -1.84328 0.43092 -4.95656 0.1 0.0 -0.1 -0.67
C -3.06568 0.18291 -4.32544 -0.2 0.0 0.0 -0.72
C -3.12298 -0.36765 -3.06555 0.0 0.0 0.0 -0.48
C -1.92777 -0.67967 -2.41720 0.4 0.1 -0.2 0.15
H -4.07190 -0.55775 -2.58674 -0.1 0.0 0.0 0.42
H -3.98037 0.43117 -4.84316 -0.1 0.0 0.0 0.39
H -1.84039 0.86724 -5.94417 0.0 0.0 -0.1 0.40
H 0.29595 0.32840 -4.83227 0.1 0.0 -0.1 0.38
C 1.70632 -0.56800 -2.43743 0.4 0.1 -0.1 -1.03
H 2.29040 -1.13877 -1.70915 -0.1 0.1 -0.1 0.50
H 2.02283 -0.87691 -3.43902 0.0 0.1 0.1 0.37
C 2.09288 0.90744 -2.26263 -0.5 -0.2 0.1 0.47
O 3.18752 1.31497 -2.58414 0.5 0.0 -0.2 -0.71
N 1.14979 1.69381 -1.71489 -0.2 0.2 0.1 -0.08
H 0.24291 1.34708 -1.45773 0.0 0.0 0.0 0.07
H 1.35770 2.66550 -1.55778 0.1 -0.1 0.0 0.29
H 0.37534 -1.68159 -0.29353 0.2 0.0 0.2 0.43
H -3.47468 -0.94080 -0.17105 0.0 -0.1 0.0 0.43
H -2.93546 -2.63069 -0.23235 -0.1 0.1 0.0 0.40
H -3.32425 -2.97859 1.97866 -0.1 0.1 0.0 0.40
H -3.83164 -1.30985 2.32920 0.0 0.0 0.0 0.36
H -3.02538 -2.38160 4.37988 0.0 -0.1 0.0 0.44
H -1.50612 -2.83413 3.59624 0.0 -0.1 0.0 0.34
H -1.11999 -0.82303 4.96407 0.0 0.1 0.0 0.40
H -2.44205 0.02256 4.15938 0.0 0.0 0.0 0.35
H 0.02276 -1.08904 2.76417 0.0 0.0 -0.1 0.18
H 0.84440 3.43538 2.60050 0.0 0.1 0.1 0.48
H 2.78318 4.09208 1.20653 0.0 0.1 0.0 0.39
H 4.16593 2.38865 0.12276 0.1 0.0 -0.1 0.44
H 5.34838 -0.98974 -0.56555 0.0 0.1 0.0 0.26
H 5.62224 0.51152 0.35101 0.0 0.0 0.0 0.40
```
Positions in Å, forces in eV/Å.

=====

# 2
Computed, not measured: a structure of composition C24H27N3O5S5Sn, with ωB97M-V with the def2-TZVPD basis set.

Summary:
energy above the lowest of the compared OMol25 structures with the same formula, charge and spin = 0.000 eV
HOMO-LUMO gap = 7.840 eV
DFT total energy = -3676.37581 hartree
multiplicity = 1
total charge = 0
HOMO energy = -8.24 eV
strongest force on any atom = 0.6 eV Å⁻¹

```
65
Properties=species:S:1:pos:R:3:forces:R:3:mulliken_charge:R:1
Sn -0.02310 0.31732 0.31079 -0.2 0.3 -0.2 0.83
C -0.02271 -2.21060 3.70959 0.0 0.3 -0.1 -0.82
C 0.52280 -3.42754 2.98089 -0.1 0.0 -0.3 -0.70
S 0.42953 -3.29652 1.16977 0.1 0.0 0.0 -0.03
C 2.10872 -3.81599 0.70367 -0.2 0.1 0.1 -0.71
C 3.25710 -2.98804 1.27177 -0.1 0.3 -0.1 -0.96
S 3.10115 -1.20972 0.91258 0.0 0.0 0.0 0.16
C 3.40238 -0.44973 2.52605 -0.1 -0.1 -0.2 -0.49
C 2.43289 -0.80007 3.64592 -0.3 0.1 0.0 -0.97
S 0.65330 -0.57906 3.27502 0.2 -0.1 0.0 0.04
H -1.08791 -2.08716 3.50570 0.0 -0.1 0.1 0.39
H 0.10473 -2.34384 4.78465 -0.1 0.0 0.0 0.42
H 1.56249 -3.61360 3.24252 0.0 0.0 0.1 0.29
H -0.06084 -4.29845 3.27918 0.1 0.0 0.1 0.49
H 2.22777 -4.86209 0.98916 0.1 0.0 -0.1 0.42
H 2.10412 -3.75999 -0.38599 0.0 0.0 0.0 0.40
H 3.34171 -3.11082 2.35066 0.0 0.0 0.0 0.35
H 4.18834 -3.33009 0.82007 0.0 -0.1 0.1 0.52
H 4.41782 -0.69585 2.84006 0.0 0.1 0.1 0.54
H 3.36401 0.61594 2.30546 0.1 0.0 0.0 0.14
H 2.56041 -1.83029 3.97673 0.0 0.0 0.0 0.42
H 2.64490 -0.14460 4.49053 0.1 -0.1 0.1 0.54
O -2.03428 0.70696 1.34784 0.4 -0.2 -0.1 -0.45
N -2.59258 1.84756 1.19044 0.0 0.0 0.1 -0.65
N -2.01882 2.59265 0.34643 0.1 0.2 0.0 0.96
O -0.94009 2.24624 -0.32027 -0.1 -0.4 0.3 -0.50
C -2.51333 3.92805 0.15586 -0.1 0.2 -0.1 0.21
C -3.87370 4.18328 0.24121 0.0 -0.2 0.0 -0.52
C -4.32024 5.48611 0.09450 0.0 0.0 0.0 -0.50
C -3.41538 6.51331 -0.13826 0.0 0.0 0.0 -0.47
C -2.06046 6.23264 -0.24535 0.0 0.0 0.0 -0.74
C -1.59828 4.93265 -0.10987 0.1 -0.1 0.0 -0.04
H -4.56068 3.36526 0.40887 0.0 0.0 0.0 0.46
H -5.38122 5.69102 0.15432 0.0 0.0 0.0 0.37
H -3.77174 7.52989 -0.24272 0.0 0.0 0.0 0.38
H -1.35377 7.03002 -0.43506 0.0 0.0 0.0 0.41
H -0.54759 4.68894 -0.19982 0.0 0.0 0.1 0.47
C -2.20936 -2.41348 -4.75232 0.0 0.0 0.0 -0.49
C -2.22584 -1.11939 -5.25363 0.0 0.0 0.0 -0.65
C -1.52603 -0.10449 -4.61915 0.0 0.0 0.1 0.04
C -0.79026 -0.37326 -3.46250 0.0 -0.2 -0.1 0.05
C -0.80418 -1.67028 -2.94754 0.1 0.0 0.0 -0.40
C -1.49845 -2.68181 -3.59040 0.0 0.0 0.0 -0.67
N -0.12555 0.63053 -2.74021 -0.1 0.2 0.1 0.30
C 0.66637 1.47023 -3.28980 0.0 -0.2 0.0 -0.69
C 1.19377 1.37922 -4.64886 0.0 0.0 -0.1 -0.70
C 1.91486 2.37986 -5.17818 -0.1 -0.1 0.0 -0.57
C 2.15917 3.61989 -4.45685 -0.1 0.1 0.0 -0.67
C 1.81058 3.72552 -3.17422 0.0 0.0 0.0 -0.73
C 1.22065 2.57559 -2.42927 0.5 0.0 0.2 2.66
H -2.75453 -3.19984 -5.25786 0.0 0.0 0.0 0.38
H -2.79035 -0.89340 -6.15024 0.0 0.0 0.0 0.36
H -1.57437 0.90654 -5.00379 0.1 0.0 0.0 0.49
H -0.25737 -1.87622 -2.03564 0.0 0.0 0.0 0.31
H -1.48610 -3.68117 -3.17300 0.0 0.0 0.0 0.39
H 1.01009 0.46798 -5.20117 0.0 0.0 0.0 0.52
H 2.32032 2.27128 -6.17708 0.0 0.0 0.0 0.41
H 2.64468 4.43727 -4.97326 0.0 0.0 0.0 0.42
H 2.00150 4.61818 -2.59166 0.0 0.0 0.0 0.51
H 0.51400 2.90329 -1.67193 -0.2 0.0 -0.2 -1.07
O 1.60422 3.97136 0.13637 -0.1 0.0 0.1 -0.59
S 2.29602 2.74609 0.43582 0.3 0.2 0.2 0.97
O 1.47087 1.78376 1.24046 -0.3 -0.1 -0.3 -0.53
O 3.61496 2.83815 0.99904 0.0 -0.1 -0.1 -0.60
S 2.61431 1.82223 -1.43834 -0.2 -0.1 0.0 -0.14
```
Positions in Å, forces in eV/Å.

=====

# 3
Computed, not measured: a structure of composition C24H27N4O2RuS4Se, with ωB97M-V with the def2-TZVPD basis set.

Summary:
energy above the lowest of the compared OMol25 structures with the same formula, charge and spin = 3.652 eV
HOMO-LUMO gap (spin up / spin down) = 6.110 / 5.959 eV
DFT total energy = -5388.67736 hartree
multiplicity = 2
total charge = +2
HOMO energy (spin up / spin down) = -13.86 / -13.89 eV
strongest force on any atom = 1.4 eV Å⁻¹

```
63
Properties=species:S:1:pos:R:3:forces:R:3:mulliken_spin:R:1
Ru 0.50843 0.06955 -0.54797 0.5 -0.5 1.2 0.88
C 0.22023 0.02007 -5.77628 0.1 0.0 0.0 0.00
C 0.61393 -1.45948 -5.62448 0.0 0.1 -0.1 0.00
S 1.08830 -2.09190 -4.00702 0.1 0.0 -0.1 0.00
C 2.70028 -1.36701 -3.69658 0.0 0.0 0.1 0.00
C 2.78027 0.13981 -3.50395 0.0 0.1 -0.1 0.00
S 2.06893 0.93651 -2.01754 -0.2 0.2 -0.5 -0.04
C 1.07344 2.34834 -2.65268 0.1 0.1 0.1 0.02
C 0.51058 2.25437 -4.06186 0.0 0.0 0.0 0.00
S -0.57379 0.83256 -4.34662 0.0 -0.1 0.0 0.01
H -0.46811 0.10442 -6.61571 0.0 0.0 0.0 0.00
H 1.09143 0.61820 -6.03878 0.0 0.0 0.0 0.00
H 1.40742 -1.67474 -6.34220 0.0 0.0 0.0 0.00
H -0.22537 -2.09889 -5.89874 0.0 0.0 0.0 0.00
H 3.38899 -1.60318 -4.51091 0.0 0.0 0.0 0.00
H 3.07447 -1.88461 -2.81325 0.0 0.0 0.0 0.00
H 2.36547 0.66594 -4.35629 0.0 0.0 0.0 0.00
H 3.83100 0.42303 -3.41781 0.0 0.0 0.0 0.00
H 1.70445 3.23275 -2.54943 0.0 0.0 0.0 0.01
H 0.26270 2.45324 -1.92444 0.0 0.0 0.0 -0.01
H 1.30361 2.25832 -4.80721 0.0 0.0 0.0 0.00
H -0.05384 3.17486 -4.21867 0.0 0.0 0.0 0.00
C -2.96626 1.14580 7.22357 0.0 0.0 0.0 0.00
C -2.49999 0.82713 5.83424 0.0 0.0 0.0 0.00
C -3.22001 1.26315 4.71927 0.0 0.0 0.0 0.00
C -2.80362 0.95661 3.43857 0.0 -0.1 0.0 0.00
C -1.63992 0.20585 3.27861 0.1 0.2 0.1 0.00
C -0.88987 -0.22888 4.36786 0.0 0.0 0.0 0.00
C -1.33688 0.07904 5.63840 0.0 0.0 0.0 0.00
S -1.14241 -0.16044 1.67085 -0.9 0.4 -0.5 -0.02
O -2.21661 -0.71437 0.90788 -0.1 0.1 0.2 0.00
O 0.11593 -0.91205 1.68263 0.3 -0.6 -0.3 0.04
N -0.65542 1.22633 0.86554 -0.2 0.0 -0.3 0.11
C 0.53461 1.70602 1.46068 -0.1 0.0 -0.3 -0.03
C 0.72266 2.43084 2.62121 0.0 0.0 0.0 0.00
C 2.03234 2.72370 2.96091 0.1 0.0 -0.1 0.00
C 3.08626 2.28063 2.15730 0.0 0.1 0.1 0.00
C 2.81732 1.55543 1.02052 -0.2 0.0 -0.1 0.00
N 1.54213 1.29242 0.68679 0.5 -0.1 0.6 -0.03
H -3.86127 1.76332 7.21384 0.0 0.0 0.0 0.00
H -2.18948 1.67239 7.77921 0.0 0.0 0.0 0.00
H -3.18974 0.22768 7.76869 0.0 0.0 0.0 0.00
H -4.12469 1.83974 4.86055 0.0 0.0 0.0 0.00
H -3.37689 1.27980 2.57901 0.0 0.0 0.0 0.00
H 0.01263 -0.80594 4.21856 0.0 0.0 0.0 0.00
H -0.77610 -0.26746 6.49733 0.0 0.0 0.0 0.00
H -0.12275 2.75108 3.21309 0.0 0.0 0.0 0.00
H 2.24329 3.30043 3.85158 0.0 0.0 0.0 0.00
H 4.11170 2.50504 2.41211 0.0 0.0 0.0 0.00
H 3.59666 1.19845 0.36401 0.0 0.0 0.0 0.00
Se 2.09083 -2.96379 0.40940 -0.1 0.0 -0.1 0.00
N 1.22179 -1.85831 -0.74539 0.0 -0.2 0.1 0.00
C 0.01081 -2.40306 -0.93609 0.0 0.1 -0.4 -0.03
C -0.97833 -1.74472 -1.69220 -0.2 0.4 0.2 0.02
C -2.22459 -2.30714 -1.74657 0.0 -0.2 0.2 0.02
C -2.50293 -3.54727 -1.09588 0.0 0.0 0.0 -0.01
C -1.56130 -4.19911 -0.35759 0.0 0.0 0.0 0.02
C -0.26854 -3.60772 -0.23345 0.2 -0.2 0.0 -0.01
N 0.73835 -4.06681 0.50025 0.1 0.1 0.0 0.05
H -0.74005 -0.85770 -2.29024 0.0 -0.1 -0.1 -0.01
H -3.00907 -1.82557 -2.31503 0.0 0.0 0.0 0.00
H -3.49023 -3.97488 -1.20098 0.0 0.0 0.0 0.00
H -1.76319 -5.13780 0.13939 0.0 0.0 0.0 0.00
```
Positions in Å, forces in eV/Å.

=====

# 4
Computed, not measured: a structure of composition C24H27N4OPRhS8Sb, with ωB97M-V with the def2-TZVPD basis set.

Summary:
energy above the lowest of the compared OMol25 structures with the same formula, charge and spin = 2.026 eV
HOMO-LUMO gap (spin up / spin down) = 4.909 / 4.907 eV
DFT total energy = -5102.84368 hartree
multiplicity = 1
total charge = -2
HOMO energy (spin up / spin down) = -1.30 / -1.30 eV
strongest force on any atom = 1.0 eV Å⁻¹

```
67
Properties=species:S:1:pos:R:3:forces:R:3:mulliken_charge:R:1
Rh -0.33057 1.14305 -0.82392 0.2 0.2 0.3 -0.36
S -1.01100 6.65591 2.63286 0.0 0.0 0.0 -0.72
Sb 0.92830 5.58002 2.13160 0.1 0.3 0.4 0.51
S 0.22730 2.87306 0.73357 0.0 -0.1 -0.3 -0.20
S -1.11507 3.33077 -0.70250 0.0 -0.6 0.2 -0.26
S 1.74062 4.52832 3.99831 0.0 0.0 -0.1 -0.73
S -0.15719 -1.46800 -3.48064 -0.2 -0.1 -0.3 -0.21
S -0.06161 -3.64835 -3.37206 0.1 0.0 0.1 -0.22
S -1.17712 -4.42672 -1.88441 -0.1 0.0 0.0 -0.40
S -1.34657 -0.64146 -2.02815 0.1 0.1 0.1 -0.17
O -1.41828 0.39342 0.87105 0.0 0.3 -0.7 -0.45
P -1.31188 -0.89579 1.62905 0.1 -0.4 0.2 1.40
C -0.97595 -0.51299 3.36181 -0.1 0.1 -0.1 0.13
C -0.35359 0.70402 3.62742 -0.1 0.0 0.0 -0.12
C -0.06258 1.07059 4.93230 0.0 0.0 0.0 -0.53
C -0.39321 0.21538 5.97130 0.0 0.0 0.1 -0.44
C -1.01727 -0.99864 5.71291 0.0 0.0 0.0 -0.68
C -1.31250 -1.36386 4.41061 0.1 -0.1 -0.1 -0.14
C 0.01734 -1.98055 1.06377 0.0 0.0 0.2 0.45
C 1.02077 -1.45823 0.25696 -0.3 0.3 0.0 0.26
C 2.03044 -2.26560 -0.22964 0.0 0.0 0.0 -0.45
C 2.05570 -3.60729 0.12088 0.0 0.0 0.0 -0.67
C 1.09384 -4.12578 0.97173 0.0 0.0 0.1 -0.74
C 0.07695 -3.31592 1.44739 -0.1 0.1 -0.1 -0.12
C -2.84477 -1.83156 1.57438 0.0 0.2 -0.1 0.10
C -3.91912 -1.41232 2.35917 0.1 0.0 0.1 -0.52
C -5.16629 -1.98099 2.18065 -0.1 0.0 0.0 -0.71
C -5.35125 -2.94752 1.19984 -0.1 0.0 0.0 -0.32
C -4.29201 -3.34639 0.40231 0.0 0.0 0.0 -0.57
C -3.03583 -2.78917 0.58635 0.1 -0.1 0.0 0.32
H -0.12584 1.38175 2.81655 0.0 0.1 -0.1 0.06
H 0.40355 2.03074 5.11450 0.0 0.0 0.0 0.27
H -0.17494 0.50038 6.99284 0.0 0.0 0.0 0.38
H -1.28162 -1.65854 6.52937 0.0 0.0 0.0 0.38
H -1.80767 -2.30538 4.21004 0.0 0.0 0.0 0.35
H 0.95663 -0.39379 0.00657 0.4 -0.3 0.0 0.19
H 2.78289 -1.86098 -0.89242 0.0 0.0 0.0 0.33
H 2.82064 -4.25393 -0.28549 0.0 0.0 0.0 0.37
H 1.11681 -5.17287 1.24082 0.0 0.0 0.0 0.35
H -0.69911 -3.73764 2.07261 0.0 0.0 0.0 0.31
H -3.77726 -0.63458 3.09838 0.0 0.0 0.0 0.46
H -5.99787 -1.66187 2.79502 0.0 0.0 0.0 0.39
H -6.33242 -3.38242 1.05257 0.0 0.0 0.0 0.37
H -4.42825 -4.07788 -0.38184 0.0 0.0 0.0 0.45
H -2.22060 -3.09465 -0.06146 0.0 0.0 -0.1 -0.71
C 2.19377 0.73202 -2.41303 0.2 -0.3 0.2 -0.47
N 3.12606 1.05798 -3.48363 0.0 0.0 0.0 0.11
C 3.74328 2.34516 -3.18453 0.3 0.0 0.0 -0.65
N 2.76337 3.41476 -3.04715 0.0 0.0 0.0 0.11
C 1.83429 3.06472 -1.98375 0.2 0.1 0.2 -0.86
N 1.14934 1.76957 -2.26983 -0.9 0.0 0.1 1.41
C 0.44034 1.92210 -3.57473 -0.1 0.0 -0.2 -0.50
N 1.36292 2.26306 -4.64637 0.0 0.0 0.0 0.01
C 2.36497 1.19873 -4.72751 0.0 -0.1 -0.1 -0.68
C 2.03093 3.51138 -4.30286 0.0 0.2 -0.2 -0.67
H 2.74109 0.67175 -1.46692 0.0 0.0 0.0 0.14
H 1.70787 -0.22400 -2.62422 0.0 0.1 0.0 -0.26
H 4.43029 2.60090 -3.99749 0.0 0.0 0.0 0.35
H 4.31132 2.26077 -2.25490 0.0 0.0 0.0 0.34
H 1.07685 3.83696 -1.87514 0.0 0.0 0.0 0.16
H 2.37801 2.96814 -1.04565 -0.1 0.0 0.0 0.34
H -0.30620 2.70994 -3.45489 0.1 0.0 0.0 0.17
H -0.05919 0.98622 -3.81412 0.0 0.1 0.1 0.18
H 3.06082 1.42746 -5.53895 0.0 0.0 0.0 0.33
H 1.85876 0.25482 -4.93783 0.0 0.0 0.0 0.37
H 1.28365 4.30419 -4.21858 0.0 0.0 0.0 0.35
H 2.73491 3.76762 -5.10089 0.0 0.0 0.0 0.33
```
Positions in Å, forces in eV/Å.